Record 1
# C49H39F6N8O5P2RuS2Se2

A structure of composition C49H39F6N8O5P2RuS2Se2 in a non-equilibrium geometry (ωB97M-V with the def2-TZVPD basis set, the OMol25 dataset).

Output
* lowest unoccupied orbital energy (alpha / beta): -2.21 / -1.24 eV
* energy above the lowest of the compared OMol25 structures with the same formula, charge and spin: 2.742 eV
* HOMO-LUMO gap (alpha / beta): 5.192 / 6.164 eV

```
! wB97M-V def2-TZVPD RIJCOSX def2/J DEFGRID3
* xyz 0 2
Ru 0.8387 -0.5614 0.2460
Se -3.9137 -6.0856 0.3390
P -2.4772 -5.5660 -1.1551
C -3.3624 -5.4849 -2.7142
C -4.1377 -4.3488 -2.9618
C -4.9526 -4.3038 -4.0828
C -4.9979 -5.3882 -4.9523
C -4.2291 -6.5222 -4.7065
C -3.4149 -6.5805 -3.5789
C -1.1744 -6.7958 -1.3091
C -0.2220 -6.6645 -2.3181
C 0.8104 -7.5857 -2.4226
C 0.8959 -8.6361 -1.5113
C -0.0529 -8.7694 -0.5057
C -1.0966 -7.8515 -0.4027
C -1.7210 -3.9639 -0.8147
C -0.8085 -3.0501 -1.3585
N -0.6203 -2.1029 -0.3940
N -1.3560 -2.4261 0.6827
N -2.0287 -3.5352 0.4462
P 0.0449 -2.6739 -2.9082
Se 1.0109 -0.7931 -2.6940
C -1.1177 -2.7062 -4.2810
C -1.7303 -3.8996 -4.6713
C -2.5334 -3.9352 -5.8020
C -2.7414 -2.7740 -6.5388
C -2.1484 -1.5801 -6.1438
C -1.3287 -1.5443 -5.0204
C 1.2967 -3.9400 -3.2582
C 2.2777 -4.1060 -2.2780
C 3.3501 -4.9569 -2.4952
C 3.4618 -5.6382 -3.7067
C 2.5002 -5.4645 -4.6931
C 1.4147 -4.6136 -4.4742
H -4.1024 -3.5092 -2.2741
H -5.5516 -3.4221 -4.2796
H -5.6406 -5.3514 -5.8277
H -4.2729 -7.3671 -5.3854
H -2.8251 -7.4688 -3.3710
H -0.2803 -5.8486 -3.0276
H 1.5489 -7.4767 -3.2082
H 1.7092 -9.3539 -1.5884
H 0.0157 -9.5872 0.2047
H -1.8361 -7.9423 0.3843
H -1.5782 -4.8120 -4.1021
H -2.9949 -4.8698 -6.1061
H -3.3645 -2.8020 -7.4299
H -2.3159 -0.6731 -6.7154
H -0.8453 -0.6236 -4.7129
H 2.1992 -3.5378 -1.3615
H 4.1132 -5.0793 -1.7279
H 4.3059 -6.2998 -3.8830
H 2.5968 -5.9807 -5.6459
H 0.6858 -4.4641 -5.2596
F 1.4880 0.8744 4.9189
C 1.1958 2.1305 4.5713
F 0.1406 2.5523 5.2529
F 2.2404 2.9209 4.8205
S 0.8630 2.2091 2.7571
O 1.2726 0.9041 2.2674
O 1.5847 3.3713 2.3344
N -0.6995 2.4343 2.6836
S -1.7311 1.4392 1.9920
O -2.9439 2.1309 1.7012
O -1.1544 0.6090 0.9518
C -2.1992 0.2686 3.3205
F -2.9898 0.9044 4.1814
F -2.8405 -0.7566 2.7872
F -1.1072 -0.1769 3.9689
C 3.4096 5.5388 3.7940
C 4.0537 5.3077 2.4401
C 4.2133 6.3321 1.5121
C 4.7501 6.0920 0.2477
C 5.1496 4.8127 -0.1110
N 5.6603 4.6021 -1.4321
C 5.7898 3.4367 -2.1611
O 6.6646 3.2885 -3.0018
N 4.8893 2.4175 -1.8858
C 3.5193 2.4856 -1.5343
C 2.7323 3.6267 -1.6584
C 1.4123 3.5806 -1.2638
C 0.8949 2.4109 -0.7511
N 1.6396 1.3084 -0.6520
C 2.9186 1.3402 -1.0481
C 5.0529 3.7908 0.8283
C 4.4990 4.0397 2.0760
H 3.1422 6.5856 3.9344
H 4.0804 5.2466 4.6073
H 2.5007 4.9374 3.8949
H 3.8993 7.3409 1.7709
H 4.8428 6.9056 -0.4717
H 6.2107 5.3411 -1.8205
H 5.2167 1.5410 -2.2390
H 3.1443 4.5404 -2.0741
H 0.7821 4.4626 -1.3362
H -0.1344 2.3340 -0.4354
H 3.4810 0.4193 -0.9500
H 5.4087 2.7928 0.5886
H 4.3964 3.2162 2.7821
C 2.7814 -1.3554 0.9940
C 2.0592 -2.4086 1.6395
C 2.0976 -3.7452 1.1756
C 1.3375 -4.7240 1.7509
C 0.5132 -4.4237 2.8553
C 0.5149 -3.1399 3.3716
C 1.2806 -2.1542 2.7835
C -0.3439 -5.4473 3.3840
N -1.0389 -6.2847 3.7957
H 3.5064 -1.6415 0.2470
H 3.0238 -0.4852 1.5836
H 2.7863 -3.9957 0.3779
H 1.3842 -5.7444 1.3860
H -0.0971 -2.9152 4.2411
H 1.3267 -1.1706 3.2227
*
```

Here are the Mulliken charges for atoms 1 to 99, given in e: 1.6931 -0.4271 0.3792 -0.0745 -0.3046 -0.5629 -0.6201 -0.7264 0.2330 0.1774 0.4482 -1.0707 -0.7316 -0.7306 -0.7198 0.9313 -0.3442 0.2899 -0.0851 -0.7008 1.3271 -0.5324 0.6203 -0.2520 -1.2568 -0.9723 -0.7254 -1.0287 -0.3057 0.4174 -0.4117 -0.7132 -0.8863 0.2039 0.4565 0.4503 0.3773 0.3969 0.4300 0.5190 0.4962 0.4119 0.4042 0.3109 0.7649 0.8020 0.4092 0.4210 0.3598 -0.1959 0.4733 0.3779 0.4051 0.4318 -0.1984 0.4869 -0.2289 -0.1904 1.2233 -0.3975 -0.5610 -0.6875 0.9718 -0.6786 -0.9487 0.6174 -0.2287 -0.2072 -0.1941 -1.2439 0.7775 -0.8580 -0.5440 -0.0170 -0.0575 0.2443 -0.6816 -0.0502 -0.3572 -0.1520 -1.1234 -1.1856 1.4130 -0.7158 -0.2242 -0.0947 0.3858 0.3229 0.1135 0.3155 0.3912 0.2495 0.2249 0.5495 0.4616 0.6968 0.5789 0.4965 0.2816



Record 2
# C49H39N7OPPt

A structure of composition C49H39N7OPPt in a non-equilibrium geometry (ωB97M-V with the def2-TZVPD basis set, the OMol25 dataset).

Output
* lowest unoccupied orbital energy (alpha / beta): -3.70 / -3.74 eV
* energy above the lowest of the compared OMol25 structures with the same formula, charge and spin: 1.221 eV
* HOMO-LUMO gap (alpha / beta): 6.374 / 6.327 eV

```
! wB97M-V def2-TZVPD RIJCOSX def2/J DEFGRID3
* xyz 1 1
Pt -0.2263 -0.2826 -0.2261
C 4.8800 0.3757 1.6226
N 3.7760 -0.0500 0.7650
C 2.5302 0.4658 0.7866
N 1.7992 -0.1400 -0.1362
C 2.5775 -1.0804 -0.7659
C 3.8271 -1.0350 -0.2083
C 5.0310 -1.8240 -0.5211
C 5.7389 -2.4815 0.4848
C 6.8686 -3.2227 0.1749
C 7.3019 -3.3119 -1.1410
C 6.5935 -2.6721 -2.1485
C 5.4617 -1.9317 -1.8420
C 2.0076 -1.9001 -1.8579
C 2.0800 -1.4492 -3.1738
C 1.4939 -2.1826 -4.1945
C 0.8306 -3.3677 -3.9036
C 0.7469 -3.8138 -2.5922
C 1.3298 -3.0806 -1.5701
P 1.9363 1.9521 1.6660
C 1.0245 2.6309 0.2446
N -0.2155 2.3222 -0.0313
C -0.5643 3.0441 -1.1496
C 0.5418 3.7555 -1.5852
N 1.5389 3.4947 -0.6653
C 2.9129 3.9806 -0.6931
C 0.7817 4.4875 -2.8429
C 1.2885 5.7857 -2.8615
C 1.4633 6.4531 -4.0664
C 1.1365 5.8285 -5.2608
C 0.6458 4.5282 -5.2510
C 0.4721 3.8595 -4.0496
C -1.9741 3.1528 -1.5806
C -2.4169 4.2292 -2.3530
C -3.7544 4.3491 -2.6966
C -4.6775 3.4067 -2.2633
C -4.2531 2.3541 -1.4661
C -2.9154 2.2326 -1.1241
C 0.4991 1.1101 2.3989
N -0.0652 0.0102 1.9052
C -1.1996 -0.2456 2.6570
C -1.2954 0.7219 3.6239
N -0.2100 1.5592 3.4446
C 0.1292 2.7186 4.2667
C -2.2906 0.9232 4.6934
C -2.5372 -0.0934 5.6141
C -3.4912 0.0811 6.6044
C -4.2054 1.2700 6.6828
C -3.9699 2.2826 5.7633
C -3.0140 2.1117 4.7722
C -2.0912 -1.3829 2.3647
C -3.4592 -1.3067 2.6209
C -4.2860 -2.3821 2.3325
C -3.7577 -3.5425 1.7854
C -2.3966 -3.6205 1.5195
C -1.5689 -2.5485 1.8078
H 4.9246 -0.2280 2.5267
H 4.7344 1.4156 1.9028
H 5.8167 0.2725 1.0831
H 5.3891 -2.4379 1.5101
H 7.4083 -3.7371 0.9594
H 8.1872 -3.8859 -1.3818
H 6.9245 -2.7474 -3.1761
H 4.9095 -1.4295 -2.6267
H 2.5875 -0.5160 -3.3929
H 1.5515 -1.8293 -5.2157
H 0.3766 -3.9429 -4.7004
H 0.2254 -4.7348 -2.3660
H 1.2769 -3.4336 -0.5470
H 3.1479 4.3297 -1.6933
H 3.5978 3.1740 -0.4352
H 3.0513 4.8025 0.0080
H 1.5133 6.2890 -1.9277
H 1.8447 7.4663 -4.0699
H 1.2578 6.3557 -6.1984
H 0.3938 4.0370 -6.1821
H 0.0822 2.8482 -4.0361
H -1.7205 4.9941 -2.6725
H -4.0795 5.1909 -3.2951
H -5.7214 3.4995 -2.5336
H -4.9670 1.6241 -1.1053
H -2.5954 1.4181 -0.4922
H -0.2834 2.5842 5.2615
H -0.2754 3.6317 3.8327
H 1.2106 2.8078 4.3344
H -1.9831 -1.0220 5.5421
H -3.6755 -0.7110 7.3186
H -4.9473 1.4054 7.4590
H -4.5325 3.2058 5.8147
H -2.8511 2.8915 4.0360
H -3.8795 -0.3967 3.0306
H -5.3482 -2.3128 2.5314
H -4.4035 -4.3832 1.5665
H -1.9823 -4.5232 1.0879
H -0.5026 -2.6292 1.6439
O -3.8731 -1.9734 -1.5953
C -2.8451 -1.4614 -1.3752
N -1.7708 -0.9433 -1.1806
*
```

Table of Mulliken atomic charges, one value per atom, all in e: 0.9269 -1.1188 0.3813 -0.0396 0.5036 -0.4126 0.8717 -0.0695 -0.2652 -0.7709 -0.4133 -0.8035 -0.2862 -0.2376 0.0975 -0.9556 -0.4809 -0.8125 0.0358 -0.5664 -0.4771 -0.1925 -0.1604 0.6040 0.4768 -0.8666 -0.4477 -0.0118 -0.8560 -0.3867 -0.8255 0.0085 0.6379 -0.3758 -0.8863 -0.4956 -0.8444 -0.1429 -0.6020 -0.2218 -0.4675 0.4057 0.4321 -1.0822 -0.2945 0.0779 -0.8180 -0.3991 -0.8381 -0.0122 0.8676 -0.5059 -0.7963 -0.5273 -0.6840 -0.2298 0.3384 0.4289 0.4312 0.4482 0.4049 0.4134 0.4185 0.4082 0.5513 0.4234 0.4327 0.4382 0.4015 0.4690 0.2671 0.2527 0.4866 0.4005 0.4116 0.4208 0.5046 0.4750 0.4259 0.3987 0.4426 0.3796 0.3926 0.3350 0.4343 0.4664 0.4267 0.4164 0.4136 0.4956 0.5662 0.4315 0.4175 0.4390 0.4103 -0.5231 0.7526 -0.3943



Record 3
# C49H40ClGeN2O2PReS

A structure of composition C49H40ClGeN2O2PReS in a non-equilibrium geometry (ωB97M-V with the def2-TZVPD basis set, the OMol25 dataset).

Output
* lowest unoccupied orbital energy (alpha / beta): -0.28 / -0.67 eV
* energy above the lowest of the compared OMol25 structures with the same formula, charge and spin: 0.767 eV
* HOMO-LUMO gap (alpha / beta): 6.096 / 6.691 eV

```
! wB97M-V def2-TZVPD RIJCOSX def2/J DEFGRID3
* xyz 0 4
Re 0.8970 -0.8796 -0.5934
C 0.4871 -7.7985 2.5931
C 0.4613 -6.8352 1.4357
C -0.6987 -6.6804 0.6781
C -0.7505 -5.7885 -0.3778
C 0.3834 -5.0440 -0.6836
C 1.5503 -5.1843 0.0470
C 1.5807 -6.0792 1.1049
S 0.3322 -4.0500 -2.1268
O 1.0135 -4.7926 -3.1568
O -1.0247 -3.6378 -2.3323
N 1.1945 -2.7404 -1.6930
C 2.3616 -2.2808 -2.3032
C 3.0124 -2.6983 -3.4749
C 4.1385 -1.9962 -3.8419
C 4.5928 -0.8955 -3.1010
C 3.8685 -0.5114 -2.0066
N 2.7766 -1.1943 -1.6160
H -0.3043 -7.5693 3.3088
H 1.4407 -7.7605 3.1187
H 0.3299 -8.8243 2.2520
H -1.5784 -7.2662 0.9227
H -1.6561 -5.6509 -0.9538
H 2.4270 -4.6012 -0.2061
H 2.4862 -6.1800 1.6927
H 2.6363 -3.5284 -4.0453
H 4.6742 -2.2951 -4.7346
H 5.4774 -0.3449 -3.3866
H 4.1284 0.3499 -1.4057
Cl 0.2781 -2.7990 2.4881
C -1.4116 -2.8854 2.0013
C -2.0846 -4.0297 2.3973
C -3.4213 -4.1888 2.0642
C -4.0637 -3.1951 1.3455
C -3.3689 -2.0495 0.9715
C -2.0215 -1.8556 1.2832
P -1.0100 -0.3079 0.7527
C -0.8094 0.2753 2.4889
C -1.9229 0.3796 3.3184
C -1.7909 0.8192 4.6302
C -0.5349 1.1169 5.1400
C 0.5859 0.9865 4.3293
C 0.4446 0.5851 3.0086
C -2.3417 0.6308 -0.0737
C -2.7770 0.1768 -1.3219
C -3.7051 0.9002 -2.0538
C -4.2044 2.0957 -1.5517
C -3.7754 2.5566 -0.3160
C -2.8469 1.8286 0.4218
H -1.5556 -4.7893 2.9624
H -3.9520 -5.0817 2.3714
H -5.1072 -3.3047 1.0763
H -3.8977 -1.2829 0.4243
H -2.9040 0.1165 2.9387
H -2.6694 0.9164 5.2566
H -0.4280 1.4375 6.1690
H 1.5709 1.2062 4.7238
H 1.3173 0.5018 2.3711
H -2.3848 -0.7548 -1.7190
H -4.0322 0.5353 -3.0200
H -4.9219 2.6688 -2.1265
H -4.1485 3.4947 0.0763
H -2.5072 2.2127 1.3756
C 0.4503 0.8635 -0.0473
Ge 0.6297 2.7335 -0.4798
C -0.3962 3.9684 0.6305
C -1.2122 4.9436 0.0533
C -1.9346 5.8309 0.8456
C -1.8558 5.7542 2.2300
C -1.0509 4.7883 2.8199
C -0.3268 3.9086 2.0253
C 2.5197 3.2072 -0.3250
C 3.3597 3.0474 -1.4311
C 4.7076 3.3835 -1.3577
C 5.2347 3.8877 -0.1754
C 4.4115 4.0580 0.9290
C 3.0641 3.7232 0.8517
C 0.1521 2.9911 -2.3608
C -0.3773 1.9575 -3.1326
C -0.6909 2.1512 -4.4735
C -0.4729 3.3867 -5.0648
C 0.0662 4.4261 -4.3158
C 0.3765 4.2278 -2.9765
H -1.3155 4.9978 -1.0247
H -2.5652 6.5788 0.3792
H -2.4208 6.4428 2.8467
H -0.9903 4.7135 3.8993
H 0.2772 3.1523 2.5067
H 2.9547 2.6670 -2.3640
H 5.3443 3.2620 -2.2265
H 6.2828 4.1548 -0.1177
H 4.8173 4.4615 1.8490
H 2.4314 3.8736 1.7205
H -0.5476 0.9890 -2.6798
H -1.1058 1.3366 -5.0557
H -0.7166 3.5399 -6.1089
H 0.2478 5.3892 -4.7768
H 0.8159 5.0436 -2.4103
*
```

Table of Mulliken atomic charges, one value per atom, all in e: 0.7326 -1.4932 1.0706 -0.7770 -0.2063 0.1847 -0.4507 -0.9967 1.2146 -0.7637 -0.6637 -0.5639 0.8935 -0.8999 -0.2986 -0.7868 -0.4547 -0.1553 0.3278 0.3642 0.3417 0.3690 0.4931 0.3688 0.3051 0.5396 0.4255 0.4179 0.6028 -0.1514 0.7898 -0.9538 -0.6051 -0.8642 -0.4735 0.3314 -0.0761 0.7182 -0.6578 -0.8390 -0.6545 -0.6087 -0.4707 0.5064 -0.3426 -0.6145 -0.9170 -0.4279 -0.7270 0.5263 0.4054 0.4224 0.3177 0.4658 0.4463 0.4182 0.4869 0.3694 0.5943 0.4825 0.3602 0.4363 0.3211 0.7100 2.5557 0.3870 -0.3737 -0.7698 -0.6411 -1.0397 -0.1259 -0.1266 -0.6263 -0.6826 -0.5028 -0.7527 -0.3249 -0.2254 -0.1782 -0.7742 -0.5442 -0.7430 -0.4144 0.3826 0.4297 0.3902 0.4438 0.3681 0.5440 0.4228 0.3840 0.4195 0.2668 0.2455 0.4450 0.3847 0.4061 0.5039



Record 4
# C49H40F3N3O2PRhSb

A structure of composition C49H40F3N3O2PRhSb in a non-equilibrium geometry (ωB97M-V with the def2-TZVPD basis set, the OMol25 dataset).

Output
* lowest unoccupied orbital energy: -9.50 eV
* HOMO-LUMO gap: 6.337 eV

```
! wB97M-V def2-TZVPD RIJCOSX def2/J DEFGRID3
* xyz 3 1
Rh -0.1705 -0.8379 -0.0818
N -2.6603 -2.1330 1.2149
P -2.4453 -1.2310 -0.1942
C -2.5164 -2.3387 -1.5936
C -3.6932 -3.0613 -1.8203
C -3.7695 -3.9342 -2.8904
C -2.6807 -4.0857 -3.7430
C -1.5113 -3.3738 -3.5221
C -1.4252 -2.4970 -2.4496
C -3.8292 -0.1259 -0.2536
C -4.3765 0.3777 0.9321
C -5.4877 1.2016 0.8746
C -6.0356 1.5449 -0.3562
C -5.4720 1.0753 -1.5356
C -4.3652 0.2426 -1.4912
C -1.5329 -2.6664 1.7702
C -1.5773 -3.5899 2.8181
C -0.4056 -4.0560 3.3532
C 0.8148 -3.6180 2.8256
C 0.7983 -2.7217 1.8007
N -0.3537 -2.2289 1.2636
H -3.5681 -2.3720 1.5881
H -4.5488 -2.9453 -1.1650
H -4.6776 -4.4950 -3.0652
H -2.7485 -4.7659 -4.5816
H -0.6692 -3.5089 -4.1884
H -0.4957 -1.9541 -2.2890
H -3.9398 0.1345 1.8936
H -5.9275 1.5784 1.7880
H -6.9061 2.1862 -0.3953
H -5.9024 1.3496 -2.4891
H -3.9398 -0.1343 -2.4133
H -2.5375 -3.9275 3.1832
H -0.4287 -4.7667 4.1691
H 1.7587 -3.9842 3.2023
H 1.7119 -2.3883 1.3286
C 4.1637 1.9825 -3.4737
O 3.1588 0.9639 -3.3925
C 1.8795 1.3603 -3.2197
C 1.4832 2.6495 -2.8742
C 0.1343 2.9692 -2.8043
C -0.8425 2.0216 -3.0856
C -0.4541 0.7378 -3.4262
C 0.8924 0.4091 -3.4691
N 1.2406 -0.8914 -3.9634
C 2.1668 -1.7474 -3.6308
C 2.9552 -1.8947 -2.4491
C 4.0858 -2.7308 -2.6008
C 4.9483 -2.9731 -1.5614
C 4.6713 -2.3877 -0.3240
C 3.5433 -1.6057 -0.1388
C 2.6566 -1.3577 -1.1811
O 1.5311 -0.6346 -1.0405
H 5.0961 1.4651 -3.6751
H 4.2378 2.5291 -2.5348
H 3.9415 2.6735 -4.2867
H 2.2241 3.4131 -2.6887
H -0.1527 3.9825 -2.5570
H -1.8898 2.2909 -3.0811
H -1.1938 -0.0169 -3.6730
H 0.7314 -1.1379 -4.8050
H 2.3265 -2.5089 -4.3895
H 4.2784 -3.1677 -3.5738
H 5.8179 -3.5989 -1.6979
H 5.3462 -2.5474 0.5076
H 3.3510 -1.1511 0.8229
F 6.2689 3.0580 2.4654
C 5.0641 2.5428 2.2776
C 4.7095 2.1430 0.9971
C 3.4505 1.6098 0.7901
C 2.5789 1.4815 1.8736
C 2.9563 1.8813 3.1579
C 4.2147 2.4264 3.3609
Sb 0.6107 0.9008 1.6380
C -0.4161 2.5720 0.9542
C -1.5751 2.4669 0.1848
C -2.2512 3.6066 -0.2170
C -1.7368 4.8386 0.1493
F -2.3739 5.9348 -0.2421
C -0.5835 4.9741 0.9035
C 0.0820 3.8290 1.3070
C -0.1591 0.4628 3.5023
C -1.4483 0.9099 3.8026
C -1.9961 0.6481 5.0473
C -1.2412 -0.0637 5.9642
F -1.7604 -0.3089 7.1585
C 0.0347 -0.5287 5.6885
C 0.5745 -0.2688 4.4405
H 5.4263 2.2594 0.1964
H 3.1562 1.2993 -0.2043
H 2.2847 1.7828 4.0011
H 4.5398 2.7580 4.3377
H -1.9725 1.5014 -0.0983
H -3.1638 3.5596 -0.7962
H -0.2273 5.9614 1.1645
H 0.9839 3.9281 1.8998
H -2.0176 1.4881 3.0832
H -2.9826 0.9949 5.3234
H 0.5814 -1.0684 6.4501
H 1.5733 -0.6261 4.2182
*
```

Here are the Mulliken charges for atoms 1 to 99, given in e: 0.0333 0.2241 2.9117 0.1115 -0.7134 -0.8730 -0.7599 -0.8595 0.7060 0.1056 -0.1898 -0.8252 -0.6353 -0.8379 -0.6235 -0.1455 -1.0952 -0.5346 -1.0556 -0.8475 0.2984 0.3041 0.4795 0.4673 0.4654 0.4917 -0.2511 0.4031 0.4957 0.4574 0.4790 0.4981 0.5533 0.5026 0.5693 0.5467 -0.9294 -0.3664 0.7610 -0.5178 -0.9246 -0.8502 -0.1793 -0.2314 0.2392 -0.7012 0.7897 -0.8349 -1.1844 -0.8846 -0.4249 0.5653 0.0508 0.2872 0.2943 0.4193 0.5372 0.5266 0.5221 0.5172 0.4502 0.5614 0.4877 0.4661 0.5215 0.5354 -0.2982 -0.1578 -0.5194 -0.1201 0.4627 -0.7351 -0.6975 2.8980 0.0620 -0.0173 -0.4951 -0.0183 -0.3302 -0.9079 -0.9145 0.6264 -0.6700 -0.7075 0.0767 -0.3084 -0.7735 -0.4108 0.5628 0.2154 0.4540 0.5300 -0.0629 0.5595 0.5265 0.5544 0.5573 0.5388 0.5258